Here is 2 unconnected molecules or ions with the total composition C2H3IO3 at a distorted geometry from the OMol25 dataset. Energies are from ωB97M-V with the def2-TZVPD basis set.

Element x y z (Å)
C (-0.248, 1.715, -0.090)
C (0.043, 0.202, 0.058)
O (0.622, 2.524, -0.231)
O (-1.476, 1.847, 0.137)
O (-1.806, 3.608, -0.107)
I (-1.038, 4.380, -1.620)
H (0.315, -0.097, -1.039)
H (0.813, 0.279, 0.835)
H (-0.920, -0.164, 0.390)

The value obtained for the total energy is -601.24056 a.u. The frontier orbital gap (alpha / beta) is 6.9 / 6.9 eV. The highest occupied orbital energy (alpha / beta) comes out at -9.3 / -9.3 eV. Its charge is 0. As for the molar mass: 201.947 g/mol. The value obtained for the energy above the lowest of the compared OMol25 structures with the same formula, charge and spin is 44.2 kcal/mol.